Entry 1:
Computed, not measured: an isolated ion of composition C4H10N and charge +1 at a distorted geometry, with ωB97M-V/def2-TZVPD.

Properties
frontier orbital gap: 10.0 eV
SMILES: C=[NH+]CCC
energy above the lowest of the compared OMol25 structures with the same formula, charge and spin: 2.393 eV
net charge: +1

Each line ends with the Löwdin charge.
Cartesian coordinates (Å):
N (-1.456, 0.648, -0.143)  0.058
C (-0.207, 0.209, -0.737)  -0.181
C (-1.669, 1.838, 0.353)  0.231
C (0.884, -0.129, 0.295)  -0.188
C (1.479, -1.637, 0.157)  -0.055
H (-2.103, -0.121, -0.075)  0.177
H (-1.196, 2.705, 0.160)  0.086
H (2.508, -1.465, -0.048)  0.057
H (1.608, 0.647, 0.234)  0.090
H (0.322, 0.765, -1.610)  0.176
H (0.512, -0.171, 1.337)  0.109
H (-0.418, -0.744, -1.277)  0.129
H (1.332, -2.174, 1.132)  0.092
H (1.135, -2.278, -0.613)  0.052
H (-2.731, 1.909, 0.836)  0.168



Entry 2:
Computed, not measured: a 2-piece molecular cluster, H3NO2S overall at a distorted geometry, with ωB97M-V/def2-TZVPD.

Properties
frontier orbital gap (spin up / spin down): 9.2 / 9.2 eV
energy above the lowest of the compared OMol25 structures with the same formula, charge and spin: 3.930 eV
net charge: 0

Each line ends with the Löwdin charge.
Cartesian coordinates (Å):
S (1.573, 0.630, 0.334)  0.792
O (2.302, -0.552, 0.797)  -0.407
O (1.361, 1.755, 1.260)  -0.418
N (-1.040, -0.115, -0.008)  0.004
H (2.267, 1.075, -0.694)  0.028
H (-0.784, -0.796, 0.766)  -0.011
H (-1.268, 0.809, 0.522)  0.010



Entry 3:
Computed, not measured: one molecule with the formula C6H5NO at a distorted geometry, with ωB97M-V/def2-TZVPD.

Properties
frontier orbital gap: 9.6 eV
SMILES: C=C(C#N)C(=C)C=O
energy above the lowest of the compared OMol25 structures with the same formula, charge and spin: 1.323 eV
net charge: 0

Each line ends with the Löwdin charge.
Cartesian coordinates (Å):
O (-2.746, -0.212, -0.670)  0.002
N (2.758, -1.099, -0.601)  0.165
C (1.843, -0.495, -0.283)  -0.172
C (-0.957, -0.776, 1.347)  0.129
C (-0.543, -0.124, 0.277)  -0.313
C (0.777, 0.432, 0.093)  -0.297
C (1.070, 1.726, 0.393)  0.124
C (-1.564, 0.251, -0.716)  -0.174
H (2.043, 2.115, 0.260)  0.063
H (-1.097, 0.988, -1.509)  0.155
H (0.230, 2.449, 0.618)  0.109
H (-2.024, -1.176, 1.395)  0.116
H (-0.248, -1.070, 2.133)  0.093



Entry 4:
Computed, not measured: C2H11NO3 as an isolated structure at a distorted geometry, with ωB97M-V/def2-TZVPD.

Properties
frontier orbital gap: 2.6 eV
energy above the lowest of the compared OMol25 structures with the same formula, charge and spin: 10.096 eV
net charge: 0

Each line ends with the Löwdin charge.
Cartesian coordinates (Å):
O (-0.562, -0.292, 5.541)  -0.119
O (-1.425, -0.946, 3.220)  -0.259
O (0.314, -0.114, 1.276)  -0.073
N (0.074, -0.868, -1.612)  0.110
C (1.086, 1.285, -4.119)  0.016
C (0.642, 1.195, -2.897)  0.048
H (0.418, 0.101, -2.310)  -0.028
H (0.677, 2.007, -2.174)  0.112
H (-0.875, -1.170, -1.388)  0.066
H (-2.188, -1.514, 2.995)  -0.016
H (-0.715, 0.641, 5.685)  0.005
H (0.221, -0.544, 0.428)  -0.050
H (-0.815, -0.485, 4.573)  -0.034
H (-0.162, -0.628, 1.957)  -0.018
H (0.728, -1.618, -1.833)  0.060
H (1.816, 2.096, -4.281)  0.098
H (0.766, 0.856, -5.060)  0.083



Entry 5:
Computed, not measured: a 6-piece molecular cluster, C22H55NO18S6 overall at a distorted geometry, with ωB97M-V/def2-TZVPD.

Properties
frontier orbital gap: 10.0 eV
SMILES: NCCC[C@@H]1CCCS(=O)(=O)O1.CCOS(C)(=O)=O.CCOS(C)(=O)=O.CCOS(C)(=O)=O.CCOS(C)(=O)=O.CCOS(C)(=O)=O
net charge: 0

Each line ends with the Löwdin charge.
Cartesian coordinates (Å):
S (-4.472, 6.165, 3.880)  0.628
S (2.555, -3.184, -3.868)  0.622
S (-4.714, -4.648, -2.326)  0.613
S (0.688, 6.173, 1.374)  0.627
S (-0.528, -0.039, 2.993)  0.837
S (6.991, -0.804, -2.845)  0.627
O (2.515, -4.324, -4.760)  -0.275
O (-1.971, 0.295, 3.443)  -0.357
O (-0.184, 0.291, 1.358)  -0.244
O (-4.772, 7.380, 3.151)  -0.289
O (0.867, 5.385, 0.172)  -0.287
O (7.443, -1.596, -1.720)  -0.287
O (0.414, 0.910, 3.832)  -0.394
O (-5.244, 6.203, 5.314)  -0.268
O (-6.301, -5.006, -2.409)  -0.266
O (-3.946, -5.836, -2.635)  -0.290
O (7.026, -1.305, -4.202)  -0.287
O (3.701, -2.147, -4.382)  -0.296
O (-4.476, -3.867, -1.132)  -0.297
O (-0.616, 5.623, 2.180)  -0.300
O (7.731, 0.647, -2.804)  -0.265
O (1.367, -2.432, -3.527)  -0.296
O (-4.647, 4.854, 3.293)  -0.286
O (1.762, 6.388, 2.319)  -0.287
N (0.579, -5.337, 0.763)  -0.058
C (-0.934, -1.946, 0.258)  -0.135
C (-6.794, -6.099, -1.650)  -0.279
C (-0.418, -3.330, -0.453)  -0.160
C (-0.707, -4.552, 0.625)  -0.257
C (3.657, -1.694, -5.727)  -0.269
C (1.449, -2.058, 2.872)  -0.208
C (-4.659, -3.561, -3.729)  -0.119
C (-0.030, -1.798, 3.526)  -0.200
C (2.618, -0.604, -5.910)  -0.071
C (-6.977, -5.722, -0.192)  -0.077
C (9.148, 0.688, -2.735)  -0.279
C (0.172, 3.914, 3.712)  -0.068
C (0.016, 7.752, 0.918)  -0.122
C (-6.645, 6.431, 5.330)  -0.281
C (-7.414, 5.174, 4.973)  -0.078
C (-2.818, 6.281, 4.515)  -0.113
C (5.348, -0.224, -2.503)  -0.111
C (-0.686, 4.243, 2.504)  -0.267
C (1.610, -1.628, 1.302)  -0.142
C (3.360, -3.674, -2.363)  -0.115
C (0.309, -0.891, 0.633)  -0.309
C (9.776, 0.431, -4.092)  -0.077
H (10.856, 0.600, -4.057)  0.081
H (-8.488, 5.322, 5.121)  0.079
H (2.501, -0.835, 1.255)  0.135
H (-1.614, -1.363, -0.526)  0.132
H (2.003, -2.569, 0.710)  0.106
H (4.647, -1.287, -5.960)  0.121
H (0.796, 8.315, 0.401)  0.076
H (2.692, -4.350, -1.826)  0.069
H (1.236, 4.028, 3.480)  0.079
H (-7.562, -4.802, -0.098)  0.087
H (3.553, -2.785, -1.759)  0.056
H (-5.375, -2.750, -3.576)  0.077
H (-2.699, 7.243, 5.017)  0.080
H (2.212, -1.390, 3.503)  0.129
H (2.687, -0.168, -6.910)  0.083
H (-1.619, -2.112, 1.212)  0.109
H (-7.252, 4.898, 3.927)  0.072
H (-1.133, -3.549, -1.383)  0.120
H (5.329, 0.215, -1.504)  0.080
H (9.338, 1.083, -4.853)  0.085
H (-0.411, 3.624, 1.643)  0.119
H (5.069, 0.514, -3.258)  0.081
H (-6.913, 7.261, 4.667)  0.116
H (9.524, -0.015, -1.985)  0.117
H (1.607, -1.000, -5.782)  0.072
H (-0.286, 8.282, 1.824)  0.074
H (-7.767, -6.370, -2.073)  0.124
H (-7.084, 4.329, 5.586)  0.086
H (-2.648, 5.456, 5.209)  0.082
H (3.481, -2.528, -6.415)  0.120
H (0.673, -0.488, -0.431)  0.174
H (1.812, -3.177, 3.059)  0.119
H (-1.732, 4.021, 2.739)  0.120
H (0.303, -6.284, 1.149)  0.077
H (9.423, 1.694, -2.400)  0.124
H (-6.012, -5.542, 0.291)  0.070
H (-6.908, 6.735, 6.349)  0.123
H (0.006, 2.882, 4.036)  0.042
H (-0.052, 4.589, 4.543)  0.079
H (-1.068, -4.177, 1.678)  0.094
H (9.606, -0.601, -4.413)  0.072
H (-0.846, -2.595, 3.231)  0.099
H (-1.580, -5.221, 0.188)  0.129
H (-0.836, 7.596, 0.255)  0.076
H (-2.127, 6.208, 3.673)  0.046
H (0.082, -1.770, 4.707)  0.139
H (2.751, 0.189, -5.166)  0.081
H (1.210, -4.931, 1.499)  0.051
H (4.292, -4.186, -2.610)  0.084
H (0.677, -3.302, -0.865)  0.085
H (4.671, -1.079, -2.550)  0.035
H (-3.648, -3.155, -3.804)  0.076
H (-7.484, -6.523, 0.355)  0.081
H (-4.902, -4.130, -4.628)  0.076
H (-6.143, -6.973, -1.754)  0.117



Entry 6:
Computed, not measured: C36H54F12MnO27P2 as an isolated structure at a distorted geometry, with ωB97M-V/def2-TZVPD.

Properties
frontier orbital gap (spin up / spin down): 2.8 / 3.1 eV
2S+1: 6
energy above the lowest of the compared OMol25 structures with the same formula, charge and spin: 9.095 eV
net charge: 0

Each line ends with the Löwdin spin population.
Cartesian coordinates (Å):
Mn (-1.137, -2.291, -2.637)  4.985
P (-0.469, -6.218, -0.793)  0.000
P (0.339, 0.303, 0.412)  0.000
F (-0.949, -0.641, 0.130)  0.004
F (0.977, -0.373, -0.968)  0.004
F (-0.252, -5.781, 0.806)  0.000
F (-0.587, -6.652, -2.373)  0.000
F (0.823, -7.150, -0.668)  0.000
F (1.693, 1.164, 0.480)  0.000
F (-1.730, -5.175, -1.025)  0.003
F (-1.407, -7.447, -0.304)  0.000
F (-0.410, 1.460, -0.424)  0.000
F (0.403, -4.950, -1.269)  0.003
F (-0.398, 0.823, 1.791)  0.000
F (0.998, -0.815, 1.344)  0.000
O (9.029, 3.164, 5.567)  0.000
O (-5.543, -1.691, -1.881)  0.000
O (-8.709, 4.020, 1.865)  0.000
O (-9.034, 6.090, 0.969)  0.000
O (-2.627, 0.694, -5.102)  0.000
O (1.340, -2.010, -8.262)  0.000
O (9.001, -3.139, -1.412)  0.000
O (-7.234, 4.874, 0.521)  0.000
O (-4.670, 1.603, -5.268)  0.000
O (3.989, -1.202, 6.832)  0.000
O (-0.880, -2.549, 6.527)  0.000
O (7.485, -2.322, -0.067)  0.000
O (-7.579, -2.414, -2.713)  0.000
O (4.837, -1.714, 8.897)  0.000
O (1.164, 7.119, 0.777)  0.000
O (3.182, -2.910, -7.468)  0.000
O (-0.002, 7.511, 2.638)  0.000
O (-0.611, -0.749, 7.891)  0.000
O (7.904, 1.497, 4.660)  0.000
O (1.406, -2.614, -6.079)  0.000
O (8.955, 1.172, 6.626)  0.000
O (4.780, -3.242, 7.207)  0.000
O (-7.501, -0.537, -1.591)  0.000
O (9.622, -1.523, 0.143)  0.000
O (-3.170, 1.897, -6.925)  0.000
O (-2.246, -0.838, 6.229)  0.000
O (-0.327, 8.874, 0.874)  0.000
C (-6.602, 3.642, 0.870)  0.000
C (-9.613, 0.403, -2.423)  0.000
C (-1.616, -2.757, 5.276)  0.000
C (-8.386, 5.059, 1.093)  0.000
C (1.947, -2.538, -7.175)  0.000
C (2.172, -1.837, -9.330)  0.000
C (5.467, -3.318, -1.255)  0.000
C (3.494, -2.476, -8.783)  0.000
C (-5.328, 2.372, -6.280)  0.000
C (1.472, 6.089, 1.638)  0.000
C (-1.171, -1.343, 6.971)  0.000
C (4.444, -3.196, 5.790)  0.000
C (-7.659, 3.062, 1.802)  0.000
C (7.864, -3.828, -1.801)  0.000
C (8.653, 3.699, 4.370)  0.000
C (-4.381, 2.423, -7.452)  0.000
C (6.900, -3.436, -0.715)  0.000
C (-0.053, 5.358, 3.612)  0.000
C (8.021, 2.498, 3.642)  0.000
C (-8.932, -2.041, -2.488)  0.000
C (-5.270, 3.866, 1.484)  0.000
C (-6.778, -1.618, -2.037)  0.000
C (8.650, 1.872, 5.711)  0.000
C (3.680, -4.445, 5.400)  0.000
C (3.722, -1.835, 5.561)  0.000
C (0.867, 6.483, 2.945)  0.000
C (0.254, 7.921, 1.390)  0.000
C (-2.050, -4.255, 5.205)  0.000
C (2.112, -0.328, -9.662)  0.000
C (-3.394, 1.367, -5.690)  0.000
C (8.795, -2.280, -0.369)  0.000
C (-2.817, -1.835, 5.448)  0.000
C (4.641, -2.000, 7.705)  0.000
C (-4.774, 1.476, -8.655)  0.000
C (6.622, 2.895, 3.027)  0.000
C (-8.936, -0.760, -1.698)  0.000
H (-10.512, 0.116, -2.968)  0.000
H (-9.950, 1.159, -1.713)  0.000
H (2.683, -2.107, 5.378)  0.000
H (4.275, -5.357, 5.442)  0.000
H (6.090, 1.993, 2.724)  0.000
H (5.435, -2.789, -2.208)  0.000
H (-0.628, 4.939, 2.787)  0.000
H (3.775, -3.294, -9.447)  0.000
H (1.124, -0.021, -10.004)  0.000
H (5.072, -4.329, -1.354)  0.000
H (5.391, -3.101, 5.259)  0.000
H (-5.460, 3.387, -5.906)  0.000
H (9.541, 3.934, 3.782)  0.000
H (4.233, -1.302, 4.759)  0.000
H (-1.198, -4.888, 4.956)  0.000
H (3.456, -4.301, 4.343)  0.000
H (4.904, -2.751, -0.514)  0.000
H (6.706, 3.573, 2.177)  0.000
H (-0.905, -2.547, 4.477)  0.000
H (-3.207, -1.546, 4.472)  0.000
H (2.808, -4.507, 6.050)  0.000
H (-3.640, -2.349, 5.946)  0.000
H (-2.531, -4.600, 6.120)  0.000
H (-6.282, 1.939, -6.581)  0.000
H (8.007, 4.576, 4.331)  0.000
H (0.998, 5.176, 1.276)  0.000
H (-5.361, 4.520, 2.351)  0.000
H (-7.201, 3.010, 2.789)  0.000
H (-5.192, 0.540, -8.284)  0.000
H (-4.164, 3.424, -7.825)  0.000
H (6.074, 3.347, 3.853)  0.000
H (6.869, -4.310, -0.065)  0.000
H (-9.372, -1.961, -3.482)  0.000
H (2.554, 5.966, 1.685)  0.000
H (-9.403, -0.906, -0.724)  0.000
H (-8.945, 0.713, -3.227)  0.000
H (1.631, 6.839, 3.636)  0.000
H (8.066, -4.898, -1.772)  0.000
H (-9.416, -2.737, -1.803)  0.000
H (8.711, 2.068, 2.916)  0.000
H (0.602, 4.583, 4.013)  0.000
H (1.806, -2.304, -10.244)  0.000
H (-2.823, -4.338, 4.441)  0.000
H (-4.786, 2.940, 1.795)  0.000
H (-0.762, 5.567, 4.413)  0.000
H (-7.958, 2.052, 1.523)  0.000
H (-4.586, 4.450, 0.869)  0.000
H (-3.906, 1.054, -9.163)  0.000
H (2.744, -0.291, -10.549)  0.000
H (7.407, -3.479, -2.727)  0.000
H (-6.477, 3.029, -0.023)  0.000
H (-5.573, 1.903, -9.260)  0.000
H (4.323, -1.783, -8.929)  0.000
H (2.477, 0.326, -8.870)  0.000